14 unconnected molecules or ions with the total composition C28H84O14 in a non-equilibrium geometry, computed with the ωB97M-V functional and the def2-TZVPD basis.

ORCA input file:
```
! wB97M-V def2-TZVPD RIJCOSX def2/J DEFGRID3
* xyz 0 1
C 1.3991 -6.3942 -1.7053
C 1.6304 -5.1484 -0.7537
O 0.8068 -4.0642 -1.1132
H 1.4760 -6.1128 -2.7556
H 0.4341 -6.8579 -1.5009
H 2.1844 -7.1407 -1.5863
H 2.6717 -4.8316 -0.8125
H 1.3823 -5.4840 0.2533
H -0.1006 -4.3689 -1.0391
C -2.3413 4.4448 -2.0914
C -1.6711 3.3889 -1.1577
O -2.1209 3.6406 0.1768
H -3.3871 4.4980 -1.7888
H -2.4363 4.1161 -3.1263
H -1.9717 5.4697 -2.0610
H -0.5900 3.4692 -1.2715
H -1.9452 2.3955 -1.5127
H -1.3725 3.8539 0.7390
C 4.5837 -1.5632 0.8799
C 3.8787 -2.8870 0.8282
O 4.5574 -3.8112 1.6273
H 4.1044 -0.8962 0.1633
H 5.6339 -1.6966 0.6201
H 4.5371 -1.0845 1.8580
H 3.9244 -3.2411 -0.2017
H 2.8096 -2.7885 1.0164
H 4.2163 -4.6974 1.4862
C 0.9891 5.9071 0.5023
C 0.9816 5.0388 1.7828
O 0.7673 3.7365 1.4359
H 1.7647 5.5599 -0.1804
H 1.2475 6.9394 0.7382
H 0.0303 5.9651 -0.0129
H 0.3636 5.4332 2.5895
H 1.9766 5.1080 2.2226
H 1.5196 3.4418 0.9175
C -4.7853 2.1827 1.1937
C -6.2186 1.5374 1.2041
O -6.1536 0.1815 1.6704
H -4.4800 2.4991 2.1911
H -4.7098 3.0919 0.5973
H -4.0616 1.5118 0.7309
H -6.6659 1.5004 0.2108
H -6.8580 2.1441 1.8454
H -6.0489 0.2391 2.6229
C 0.9720 0.2560 -3.8060
C 2.3855 0.2728 -3.3401
O 2.3884 0.6064 -1.9337
H 0.9144 -0.3460 -4.7128
H 0.7354 1.3037 -3.9916
H 0.1790 -0.1815 -3.1995
H 2.9710 0.8758 -4.0342
H 2.7529 -0.7351 -3.5327
H 1.8702 0.0313 -1.3659
C 2.3520 0.7119 2.9524
C 1.8263 0.3857 4.3786
O 0.3859 0.1972 4.3018
H 2.1666 -0.1285 2.2835
H 3.4087 0.9783 2.9736
H 1.6978 1.5115 2.6049
H 2.0308 1.2847 4.9600
H 2.3331 -0.4258 4.9010
H -0.0361 1.0040 3.9976
C -2.5101 2.8474 4.8594
C -1.8140 3.1218 3.5322
O -0.4829 2.7548 3.6545
H -3.5573 3.1406 4.9345
H -2.0290 3.2817 5.7358
H -2.5041 1.7764 5.0616
H -1.7883 4.1855 3.2958
H -2.3314 2.5898 2.7338
H -0.0813 2.8728 2.7906
C 5.2832 2.8074 0.4449
C 4.1535 3.5068 -0.3495
O 2.9326 2.8426 -0.3349
H 4.9816 2.7910 1.4922
H 6.2246 3.3531 0.3808
H 5.5039 1.7969 0.1011
H 4.5361 3.5515 -1.3692
H 4.0469 4.5671 -0.1205
H 2.9571 2.0625 -0.8937
C -3.9256 1.4379 -4.4687
C -3.9035 0.7736 -3.0944
O -4.6785 -0.3752 -3.0478
H -3.3810 0.8214 -5.1838
H -3.4469 2.4093 -4.3447
H -4.9058 1.7022 -4.8653
H -4.1718 1.5202 -2.3469
H -2.8560 0.5914 -2.8543
H -4.1204 -1.0240 -3.4829
C -3.7895 -2.0188 0.0199
C -5.1443 -2.4542 -0.6131
O -5.9395 -1.3505 -0.8907
H -3.9440 -1.2913 0.8167
H -3.1850 -1.6126 -0.7911
H -3.3226 -2.9379 0.3741
H -5.6606 -3.1199 0.0785
H -4.9216 -3.0365 -1.5072
H -6.0374 -0.8301 -0.0900
C 1.1051 -4.4483 3.0875
C 1.2507 -3.0734 3.7440
O -0.0125 -2.4429 3.6503
H 2.0695 -4.9560 3.0726
H 0.6367 -4.3761 2.1059
H 0.4641 -5.0223 3.7566
H 1.9827 -2.4766 3.1999
H 1.6189 -3.0400 4.7694
H 0.1009 -1.5186 3.8835
C 2.8184 -3.6891 -3.9607
C 2.0907 -4.4517 -5.0687
O 2.9063 -5.5216 -5.4953
H 3.7438 -3.2446 -4.3271
H 3.1061 -4.2964 -3.1025
H 2.1823 -2.9511 -3.4719
H 1.9643 -3.7762 -5.9148
H 1.1111 -4.7254 -4.6767
H 2.5012 -6.0451 -6.1906
C -0.4707 0.4159 0.1450
C -0.0761 -1.0440 0.3085
O 0.7223 -1.3059 -0.8116
H 0.4003 1.0713 0.1532
H -1.1725 0.7422 0.9125
H -0.9207 0.5691 -0.8359
H -0.8802 -1.7688 0.1817
H 0.3523 -1.2714 1.2847
H 0.9317 -2.2357 -0.9268
*
```

Results
DFT total energy in eV: -59059.466
E_LUMO in eV: 0.311
HOMO energy in eV: -9.2
M in g mol⁻¹: 644.97
ΔE to the lowest compared entry with this formula, charge and spin in kcal/mol: 53.2

Atomic partial charges in e from the Mulliken method, atoms 1 to 5:
1 C -1.2557
2 C 0.0874
3 O -0.3086
4 H 0.1858
5 H 0.4365